(1)
The following is a quantum chemistry calculation of the molecule C16H17NO4S, from OMol25.

Results
Strongest force on any atom   0.95 eV/A
ΔE to the lowest compared entry with this formula, charge and spin   18.15 kcal/mol
Net charge   0
Electronic energy   -37383.28257 eV
Molar mass   319.4 g mol⁻¹
Frontier orbital gap   9.869 eV
SMILES   Cc1ccc(S(=O)(=O)N(CC(=O)O)Cc2ccccc2)cc1
HOMO energy   -9.4 eV

```
39
Properties=species:S:1:pos:R:3:lowdin_charge:R:1
C 2.84 -5.00 -0.07 -0.0414
C 2.09 -3.76 -0.43 -0.2543
C 2.75 -2.53 -0.46 -0.0131
C 2.06 -1.37 -0.75 -0.0468
C 0.70 -1.44 -1.01 -0.2875
S -0.23 0.06 -1.27 0.7000
O -1.34 -0.19 -2.14 -0.2762
O 0.66 1.14 -1.58 -0.2679
N -0.88 0.25 0.30 -0.2375
C 0.16 0.63 1.24 -0.0947
C 0.66 -0.60 2.00 -0.5280
O 1.69 -0.63 2.61 0.1189
O -0.18 -1.64 1.95 0.1113
C -2.14 0.98 0.36 -0.1438
C -1.96 2.46 0.14 -0.2204
C -1.80 2.95 -1.15 -0.0417
C -1.57 4.30 -1.35 -0.0648
C -1.51 5.17 -0.28 -0.0850
C -1.69 4.69 1.01 -0.0809
C -1.91 3.34 1.21 -0.0536
C 0.03 -2.64 -1.00 -0.0564
C 0.73 -3.80 -0.71 -0.0196
H 2.31 -5.89 -0.40 0.0777
H 2.96 -5.06 1.01 0.0916
H 3.83 -5.00 -0.51 0.0820
H 3.81 -2.49 -0.25 0.1218
H 2.56 -0.41 -0.79 0.1213
H -0.23 1.34 1.98 0.1375
H 0.99 1.12 0.73 0.1315
H -0.92 -1.41 1.36 0.1029
H -2.76 0.55 -0.43 0.1208
H -2.60 0.78 1.33 0.1353
H -1.84 2.27 -1.99 0.1026
H -1.44 4.68 -2.36 0.1068
H -1.33 6.22 -0.44 0.1019
H -1.65 5.36 1.85 0.1026
H -2.06 2.97 2.22 0.1104
H -1.02 -2.66 -1.23 0.1199
H 0.21 -4.75 -0.70 0.1167
```

=====

(2)
The following is a quantum chemistry calculation of the molecule C2H6Cl2NP at a distorted geometry, from OMol25.

Results
Strongest force on any atom   6.11 eV/A
ΔE to the lowest compared entry with this formula, charge and spin   41.63 kcal/mol
Net charge   0
Electronic energy   -37993.92009 eV
Molar mass   146.0 g mol⁻¹
Frontier orbital gap   8.506 eV
SMILES   CN=P(C)(Cl)Cl
HOMO energy   -8.5 eV

```
12
Properties=species:S:1:pos:R:3:lowdin_charge:R:1
C -0.93 -0.23 1.76 -0.3375
N -0.76 -0.07 0.31 -0.2485
P 1.11 -0.10 0.00 0.0999
C 1.25 0.06 -1.89 -0.2825
Cl 2.10 1.53 0.59 0.2803
Cl 2.48 -1.47 0.65 0.2283
H -0.52 0.48 2.37 0.0046
H -0.68 -1.13 2.19 0.0201
H -2.05 -0.05 1.97 0.1001
H 0.39 -0.51 -2.31 0.0463
H 1.04 1.12 -1.97 0.0047
H 2.24 -0.19 -2.46 0.0841
```

=====

(3)
The following is a quantum chemistry calculation of the ion C6H12N with charge +1 at a distorted geometry, from OMol25.

Results
Strongest force on any atom   5.05 eV/A
ΔE to the lowest compared entry with this formula, charge and spin   42.70 kcal/mol
Net charge   +1
Electronic energy   -7893.61038 eV
Molar mass   98.2 g mol⁻¹
Frontier orbital gap (alpha / beta)   7.758 / 7.701 eV
Expectation value of S²   2.02
Spin multiplicity   3
HOMO energy (alpha / beta)   -11.3 / -13.2 eV

```
19
Properties=species:S:1:pos:R:3:lowdin_charge:R:1
C 0.84 -1.10 -0.40 -0.0231
C 1.87 -0.70 0.35 -0.1218
C -0.46 -1.55 -0.58 -0.1672
C -1.43 -0.28 -0.49 -0.1541
C 2.13 0.62 1.06 -0.0588
C -1.19 0.88 -1.46 -0.0395
N -1.51 0.21 0.91 0.2439
H 2.78 -1.29 0.18 0.1150
H -0.49 -1.84 -1.69 0.1585
H -0.85 -2.39 -0.05 0.1144
H 2.95 1.19 0.54 0.1212
H 2.46 0.55 2.01 0.0396
H 1.26 1.13 1.00 0.0043
H -1.98 1.64 -1.01 0.1233
H -1.57 0.67 -2.46 0.0869
H -0.20 1.36 -1.60 0.1034
H -1.47 -0.58 1.42 0.1127
H -2.38 0.57 1.09 0.1358
H -0.76 0.93 1.19 0.2054
```

=====

(4)
The following is a quantum chemistry calculation of the molecule C23H21NO2S at a distorted geometry, from OMol25.

Results
Strongest force on any atom   3.23 eV/A
ΔE to the lowest compared entry with this formula, charge and spin   1.42 kcal/mol
Net charge   0
Electronic energy   -40612.69688 eV
Molar mass   375.5 g mol⁻¹
Frontier orbital gap   8.250 eV
SMILES   C[C@H](CNCc1cc2cccc(-c3ccc4ccccc4c3)c2s1)C(=O)O
HOMO energy   -7.9 eV

```
48
Properties=species:S:1:pos:R:3:lowdin_charge:R:1
C 5.67 1.71 -1.62 -0.0492
C 4.77 1.25 -2.77 -0.2770
C 3.87 0.05 -2.41 -0.1796
N 2.90 0.32 -1.32 -0.0737
C 1.99 1.46 -1.47 -0.2408
C 1.06 1.46 -0.30 -0.4901
C 1.03 2.41 0.69 -0.0527
C -0.06 2.19 1.62 -0.2630
C -0.46 3.07 2.65 -0.0098
C -1.55 2.67 3.51 -0.0728
C -2.28 1.53 3.25 -0.0407
C -1.91 0.70 2.18 -0.1783
C -2.68 -0.53 1.99 -0.1995
C -2.82 -1.42 3.06 -0.0029
C -3.51 -2.62 2.90 -0.0110
C -4.11 -2.94 1.69 -0.2003
C -4.86 -4.11 1.55 -0.0277
C -5.48 -4.40 0.33 -0.0621
C -5.34 -3.49 -0.76 -0.0675
C -4.58 -2.34 -0.59 -0.0402
C -3.97 -2.06 0.61 -0.1866
C -3.25 -0.87 0.77 0.0186
C -0.76 1.01 1.38 -0.3809
S -0.09 0.16 -0.01 1.0672
C 5.65 0.81 -3.95 -0.4781
O 6.55 -0.03 -3.76 0.0690
O 5.50 1.48 -5.09 0.1271
H 6.35 2.53 -1.91 0.0902
H 5.09 2.03 -0.74 0.0803
H 6.33 0.89 -1.31 0.0857
H 4.14 2.11 -3.10 0.1403
H 4.49 -0.78 -2.00 0.1392
H 3.32 -0.35 -3.23 0.1099
H 2.42 -0.55 -1.06 0.0973
H 1.45 1.42 -2.41 0.1142
H 2.59 2.38 -1.52 0.1159
H 1.68 3.26 0.69 0.1184
H 0.06 4.03 2.86 0.1135
H -1.81 3.34 4.34 0.1023
H -3.11 1.29 3.88 0.1102
H -2.28 -1.20 3.95 0.1085
H -3.64 -3.31 3.71 0.1091
H -4.97 -4.81 2.35 0.1043
H -6.10 -5.29 0.21 0.0977
H -5.87 -3.66 -1.71 0.1045
H -4.42 -1.67 -1.41 0.1087
H -3.13 -0.21 -0.08 0.1227
H 6.17 1.10 -5.69 0.1298
```

=====

(5)
The following is a quantum chemistry calculation of a cluster of 2 separate species, C4H12NO2 in total at a distorted geometry, from OMol25.

Results
Strongest force on any atom   3.35 eV/A
ΔE to the lowest compared entry with this formula, charge and spin   58.97 kcal/mol
Net charge   +1
Electronic energy   -9919.67267 eV
Molar mass   106.1 g mol⁻¹
Frontier orbital gap   10.898 eV
HOMO energy   -14.6 eV

```
19
Properties=species:S:1:pos:R:3:lowdin_charge:R:1
O 0.97 -2.25 -0.51 0.0385
C -0.25 -2.36 -0.36 -0.1570
C -1.11 -1.11 -0.26 -0.0594
N -0.34 0.11 0.15 0.0792
C 0.78 -0.18 1.18 -0.1692
C 1.52 1.08 1.57 -0.0703
H -0.79 -3.33 -0.55 0.1542
H -1.38 -0.88 -1.32 0.1673
H -1.97 -1.20 0.40 0.1403
H -0.98 0.79 0.48 0.1646
H 0.21 0.53 -0.53 0.1348
H 1.48 -0.92 0.74 0.1151
H 0.23 -0.71 2.04 0.1621
H 1.10 1.74 2.26 0.0573
H 1.71 1.73 0.63 0.1257
H 2.45 0.89 2.13 0.1023
H -0.91 3.42 -2.48 0.0874
H -1.72 4.19 -1.23 0.0823
O -1.31 3.31 -1.54 -0.1554
```

=====

(6)
The following is a quantum chemistry calculation of a structure of composition C9H11FeNO2 at a distorted geometry, from OMol25.

Results
Strongest force on any atom   7.17 eV/A
ΔE to the lowest compared entry with this formula, charge and spin   0.00 kcal/mol
Net charge   -2
Electronic energy   -49476.51283 eV
Molar mass   221.0 g mol⁻¹
Frontier orbital gap (alpha / beta)   4.504 / 5.653 eV
Expectation value of S²   6.05
Spin multiplicity   5
HOMO energy (alpha / beta)   1.8 / 0.5 eV

```
24
Properties=species:S:1:pos:R:3:lowdin_charge:R:1
C -0.63 1.77 -1.58 -0.2138
C 0.81 1.65 -1.47 -0.2464
C 1.18 1.74 -0.08 -0.2407
C -0.05 1.95 0.69 -0.1942
C -1.15 2.03 -0.26 -0.2064
Fe 0.03 0.28 -0.34 0.4384
C 0.87 -1.57 -0.10 -0.1607
C -0.50 -1.66 -0.82 -0.5435
C -0.84 -2.18 -2.02 -0.1265
N -1.40 -0.62 -0.06 -0.1279
H 2.19 1.65 0.26 0.0948
H 1.47 1.56 -2.33 0.0806
H -0.16 2.07 1.78 0.0900
H -2.20 2.31 -0.06 0.0883
H -1.20 1.72 -2.52 0.0904
H 1.77 -2.00 -0.66 0.0196
H -2.31 -1.07 0.08 0.0125
H 0.76 -1.55 1.06 0.0124
H -0.13 -2.85 -2.60 0.0143
H -1.83 -1.90 -2.46 0.0122
O 1.20 -1.21 4.53 -0.2000
C 0.90 -0.82 3.36 -0.6543
O 1.00 0.29 2.79 -0.1306
H 0.21 -1.57 2.81 0.0917
```

=====

(7)
The following is a quantum chemistry calculation of the molecule C12H19O5P at a distorted geometry, from OMol25.

Results
Strongest force on any atom   1.20 eV/A
ΔE to the lowest compared entry with this formula, charge and spin   0.00 kcal/mol
Net charge   0
Electronic energy   -32280.73829 eV
Molar mass   274.3 g mol⁻¹
Frontier orbital gap   9.159 eV
SMILES   CCOP(=O)(Cc1cc(C(C)=O)c(C)o1)OCC
HOMO energy   -8.5 eV

```
37
Properties=species:S:1:pos:R:3:lowdin_charge:R:1
C -1.77 2.74 1.69 -0.0676
C -1.22 1.65 0.78 -0.2819
O 0.16 1.43 1.04 -0.2183
P 0.61 0.08 1.82 0.5169
O -0.49 -0.71 2.35 -0.2275
C 1.66 -0.76 0.54 -0.1009
C 0.77 -1.00 -0.61 -0.3257
C 0.57 -0.31 -1.76 0.0283
C -0.52 -0.95 -2.43 -0.1050
C -1.14 -0.57 -3.71 -0.4044
C -0.53 0.63 -4.39 -0.0112
O -2.07 -1.18 -4.19 0.0757
C -0.90 -1.99 -1.61 -0.2250
C -1.97 -3.01 -1.75 0.0199
O -0.12 -2.02 -0.52 0.1063
O 1.61 0.58 2.96 -0.1989
C 2.54 1.64 2.76 -0.2803
C 2.04 2.91 3.42 -0.0624
H -1.68 2.43 2.72 0.0810
H -1.21 3.66 1.54 0.0736
H -2.81 2.91 1.45 0.0771
H -1.77 0.72 0.95 0.1101
H -1.30 1.93 -0.27 0.1177
H 2.51 -0.15 0.26 0.1030
H 2.01 -1.70 0.98 0.1113
H 1.13 0.54 -2.09 0.1206
H 0.52 0.44 -4.60 0.0877
H -1.06 0.83 -5.31 0.0835
H -0.60 1.50 -3.73 0.0838
H -2.61 -2.74 -2.58 0.0758
H -1.53 -3.99 -1.93 0.0942
H -2.55 -3.06 -0.83 0.0931
H 2.71 1.80 1.69 0.1067
H 3.48 1.31 3.22 0.1219
H 2.79 3.69 3.32 0.0782
H 1.13 3.24 2.94 0.0612
H 1.84 2.74 4.47 0.0818
```

=====

(8)
The following is a quantum chemistry calculation of a cluster of 9 separate species, C21H44Cl4N2O19 in total at a distorted geometry, from OMol25.

Results
Strongest force on any atom   2.17 eV/A
Net charge   0
Electronic energy   -114457.54050 eV
Molar mass   770.4 g mol⁻¹
Frontier orbital gap   10.379 eV
SMILES   C[N+](=O)[O-].C[N+](=O)[O-].COC(=O)OC.COC(=O)OC.COC(=O)OC.COC(=O)OC.COC(=O)OC.ClCCCl.ClCCCl
HOMO energy   -10.6 eV

```
90
Properties=species:S:1:pos:R:3:lowdin_charge:R:1
C 11.65 -8.05 -15.46 0.0477
N 12.32 -7.14 -14.52 -0.4352
O 13.53 -7.18 -14.47 0.0613
O 11.66 -6.34 -13.91 0.0589
H 11.73 -7.74 -16.50 0.1064
H 10.61 -8.11 -15.13 0.0919
H 12.01 -9.06 -15.30 0.0994
C 14.19 -9.47 -12.20 0.0386
N 14.35 -10.83 -11.66 -0.4458
O 13.37 -11.54 -11.57 0.0551
O 15.48 -11.24 -11.44 0.0717
H 13.28 -9.59 -12.79 0.0811
H 14.96 -9.15 -12.89 0.0990
H 14.07 -8.81 -11.35 0.1044
C 8.11 -3.62 -8.55 -0.0477
O 7.46 -2.37 -8.41 0.0344
C 8.22 -1.36 -8.06 -0.6182
O 9.42 -1.35 -7.95 0.1196
O 7.44 -0.30 -7.84 0.0049
C 8.10 0.93 -7.65 -0.0549
H 8.80 -3.87 -7.74 0.0818
H 8.70 -3.64 -9.47 0.0866
H 7.36 -4.41 -8.58 0.0686
H 8.85 0.88 -6.87 0.0941
H 7.38 1.73 -7.50 0.0934
H 8.59 1.22 -8.59 0.1006
C 13.27 1.35 -14.32 -0.0346
O 12.85 0.11 -13.78 0.0211
C 12.74 -0.91 -14.57 -0.6544
O 12.95 -0.93 -15.76 0.1240
O 12.38 -1.97 -13.87 -0.0050
C 12.23 -3.22 -14.53 -0.0533
H 12.51 1.75 -15.00 0.0989
H 14.13 1.17 -14.96 0.0965
H 13.56 2.04 -13.54 0.0932
H 11.35 -3.35 -15.16 0.1010
H 12.17 -3.98 -13.75 0.0242
H 13.15 -3.38 -15.09 0.1019
C 16.85 -3.65 -7.57 -0.0576
O 15.95 -2.61 -7.34 0.0137
C 14.65 -2.89 -7.23 -0.6007
O 14.14 -3.97 -7.33 0.1251
O 14.04 -1.76 -6.88 0.0293
C 12.62 -1.81 -6.91 -0.0400
H 16.80 -4.47 -6.85 0.0977
H 17.86 -3.24 -7.53 0.0938
H 16.71 -4.11 -8.55 0.0976
H 12.19 -0.88 -6.56 0.0965
H 12.17 -2.63 -6.35 0.0832
H 12.24 -1.95 -7.93 0.0944
C 6.87 -7.23 -13.07 -0.0311
O 8.04 -8.02 -13.31 -0.0160
C 8.35 -8.89 -12.34 -0.6269
O 7.63 -9.18 -11.43 0.1185
O 9.57 -9.34 -12.58 0.0014
C 10.16 -10.19 -11.60 -0.0454
H 7.15 -6.38 -12.44 0.0964
H 6.08 -7.82 -12.63 0.0932
H 6.58 -6.84 -14.04 0.0930
H 9.53 -10.67 -10.85 0.0921
H 10.84 -9.56 -11.03 0.0608
H 10.73 -10.97 -12.10 0.0846
C 12.73 -6.96 -6.63 -0.0350
O 11.54 -6.22 -6.42 -0.0313
C 11.38 -5.44 -5.37 -0.6298
O 12.04 -5.45 -4.36 0.1339
O 10.34 -4.63 -5.59 -0.0264
C 9.96 -3.81 -4.50 -0.0464
H 12.87 -7.12 -7.69 0.0767
H 12.77 -7.92 -6.13 0.1005
H 13.55 -6.32 -6.31 0.0879
H 9.25 -3.08 -4.86 0.0921
H 10.83 -3.31 -4.09 0.0947
H 9.55 -4.39 -3.67 0.1007
Cl 10.13 -7.36 -9.32 0.6439
C 11.17 -6.32 -10.38 -0.6069
C 11.50 -4.98 -9.75 -0.6252
Cl 12.37 -4.05 -10.98 0.6407
H 10.61 -6.18 -11.30 0.0547
H 12.05 -6.91 -10.60 0.0585
H 12.14 -5.06 -8.88 0.0494
H 10.62 -4.40 -9.50 0.0403
Cl 8.92 -10.63 -7.38 0.5691
C 7.88 -9.22 -7.53 -0.7023
C 8.24 -8.17 -6.49 -0.6620
Cl 7.28 -6.68 -6.74 0.5736
H 6.81 -9.45 -7.48 0.0772
H 8.03 -8.82 -8.53 0.0070
H 9.30 -7.91 -6.57 0.0318
H 8.01 -8.46 -5.47 0.0681
```